Record 1
# C23H19F4N3O2

The molecule C23H19F4N3O2 in a non-equilibrium geometry (ωB97M-V/def2-TZVPD, the OMol25 dataset).

```
51
Properties=species:S:1:pos:R:3:lowdin_charge:R:1
C 0.834 5.852 3.931 -0.047
C 0.600 4.753 2.942 -0.236
C -0.515 3.934 3.055 -0.038
C -0.751 2.908 2.160 -0.029
C 0.139 2.681 1.114 -0.162
C -0.065 1.614 0.130 -0.205
C -0.828 0.460 0.438 0.077
C -0.987 -0.519 -0.508 -0.063
C -1.734 -1.738 -0.119 -0.358
O -2.842 -1.747 0.386 0.098
N -1.072 -2.923 -0.305 0.022
N 0.213 -3.040 -0.689 0.209
C 0.564 -4.263 -0.639 -0.159
C 1.943 -4.697 -1.011 -0.337
F 1.901 -5.629 -1.994 0.072
F 2.554 -5.294 0.042 0.071
C -0.514 -5.201 -0.171 0.029
C -1.679 -4.227 0.070 -0.388
O -2.088 -4.243 1.387 0.075
C -2.868 -4.481 -0.888 -0.313
F -3.277 -5.762 -0.797 0.091
F -2.473 -4.294 -2.171 0.083
C -0.435 -0.341 -1.804 -0.101
C -0.623 -1.221 -2.886 -0.031
C -0.031 -0.967 -4.093 -0.070
C 0.764 0.175 -4.275 -0.076
C 0.942 1.065 -3.254 -0.010
C 0.338 0.839 -1.999 -0.204
N 0.512 1.762 -1.040 0.173
C 1.251 3.513 0.992 0.019
C 1.496 4.537 1.888 -0.226
C 2.706 5.405 1.728 -0.045
H 1.791 5.716 4.436 0.084
H 0.861 6.819 3.429 0.084
H 0.047 5.872 4.680 0.075
H -1.216 4.105 3.860 0.109
H -1.643 2.309 2.265 0.107
H -1.243 0.325 1.425 0.122
H 2.564 -3.855 -1.349 0.162
H -0.745 -5.960 -0.919 0.138
H -0.240 -5.698 0.762 0.146
H -2.719 -3.518 1.532 0.109
H -3.724 -3.822 -0.684 0.165
H -1.251 -2.091 -2.769 0.101
H -0.180 -1.647 -4.918 0.105
H 1.223 0.350 -5.237 0.103
H 1.528 1.962 -3.376 0.112
H 1.928 3.334 0.171 0.112
H 3.283 5.100 0.859 0.077
H 2.416 6.448 1.604 0.083
H 3.344 5.342 2.609 0.083
```

- energy (eV) = -43595.580
- spin multiplicity = 1
- SMILES = Cc1ccc(-c2cc(C(=O)N3N=C(C(F)F)C[C@]3(O)C(F)F)c3ccccc3n2)cc1C
- total charge = 0
- frontier orbital gap (eV) = 8.076
- F_max (hartree/bohr) = 0.0264



Record 2
# C23H19I2N8O6S2W

A structure of composition C23H19I2N8O6S2W in a non-equilibrium geometry (ωB97M-V/def2-TZVPD, the OMol25 dataset).

```
61
Properties=species:S:1:pos:R:3:lowdin_charge:R:1
W -1.360 -0.406 1.519 1.695
O -0.915 -1.891 -2.344 0.229
C -1.384 -1.545 -1.320 -0.478
N -0.872 -1.592 -0.037 -0.076
C 0.130 -2.561 0.309 -0.399
O 1.039 -2.897 -0.377 0.216
C -0.204 -3.091 1.663 -0.174
C 0.531 -4.088 2.260 0.077
C 0.077 -4.603 3.473 0.049
C -1.115 -4.128 3.995 0.043
C -1.801 -3.121 3.328 -0.070
N -1.349 -2.586 2.193 -0.006
C -3.066 -0.440 -0.002 -0.274
C -4.359 0.048 0.081 -0.072
C -5.255 -0.047 -0.983 0.036
C -4.848 -0.617 -2.182 0.038
C -3.560 -1.093 -2.267 0.039
N -2.742 -0.997 -1.209 -0.021
H 1.429 -4.452 1.779 0.151
H 0.639 -5.374 3.985 0.145
H -1.524 -4.522 4.915 0.145
H -2.742 -2.749 3.709 0.136
H -4.697 0.505 1.003 0.108
H -6.268 0.317 -0.868 0.143
H -5.516 -0.699 -3.027 0.143
H -3.148 -1.574 -3.144 0.163
O -1.421 1.357 4.243 -0.393
S -1.562 -0.039 4.041 0.384
O -1.737 -0.961 5.080 -0.133
O -2.635 -0.267 2.891 -0.512
O -0.378 -0.439 3.105 -0.405
N -0.937 4.398 -1.241 0.143
C -0.809 3.296 -1.963 -0.815
N -0.385 3.372 -3.212 0.144
S -1.149 1.714 -1.321 0.606
H -0.790 5.312 -1.648 0.143
H -1.341 4.376 -0.325 0.048
H -0.267 4.260 -3.681 0.144
H -0.317 2.543 -3.778 0.116
I -2.013 2.261 1.532 0.707
I -3.453 3.617 3.374 0.471
N 7.194 1.207 -4.972 0.217
C 6.417 1.134 -4.130 -0.153
C 5.430 1.055 -3.095 -0.192
C 5.764 1.354 -1.776 0.023
C 4.802 1.279 -0.786 0.016
C 3.505 0.911 -1.118 -0.169
C 3.162 0.617 -2.434 0.003
C 4.125 0.683 -3.421 0.012
N 2.502 0.840 -0.098 0.045
C 2.469 1.572 1.078 0.039
C 1.331 1.233 1.719 -0.113
N 0.650 0.294 0.948 -0.130
C 1.412 0.089 -0.142 -0.130
H 6.778 1.635 -1.528 0.141
H 5.079 1.476 0.242 0.124
H 2.146 0.344 -2.694 0.112
H 3.875 0.449 -4.446 0.137
H 3.244 2.262 1.363 0.148
H 0.982 1.573 2.679 0.112
H 1.207 -0.606 -0.937 0.127
```

- energy (eV) = -88035.736
- spin multiplicity = 1
- total charge = +3
- frontier orbital gap (eV) = 4.151
- F_max (hartree/bohr) = 0.1401
- energy relative to the best compared isomer or geometry (same formula, charge and spin) (kcal/mol) = 71.2



Record 3
# C23H19IN4O3SSc

A structure of composition C23H19IN4O3SSc in a non-equilibrium geometry (ωB97M-V/def2-TZVPD, the OMol25 dataset).

```
52
Properties=species:S:1:pos:R:3:lowdin_charge:R:1
Sc 0.259 0.142 -0.453 0.869
C 4.197 -3.772 -0.456 -0.036
O 3.764 -2.542 0.195 -0.107
C 3.005 -2.579 1.321 -0.221
C 3.335 -3.313 2.486 0.016
C 2.436 -3.419 3.570 -0.071
C 1.307 -2.620 3.562 -0.017
C 1.041 -1.733 2.445 -0.139
C -0.051 -0.807 2.545 -0.009
N -0.486 -0.058 1.542 -0.107
N -1.640 0.627 1.742 0.053
C -2.043 1.362 0.708 -0.447
O -1.371 1.500 -0.406 -0.165
C -3.324 2.075 0.854 -0.133
C -3.965 2.697 -0.258 -0.043
C -5.182 3.311 -0.171 -0.081
C -5.771 3.438 1.122 -0.053
C -5.153 2.869 2.255 -0.070
C -3.976 2.152 2.109 -0.021
C 1.810 -1.818 1.279 -0.228
O 1.584 -1.114 0.151 -0.184
H 5.016 -3.554 -1.171 0.093
H 3.434 -4.242 -1.111 0.094
H 4.563 -4.460 0.344 0.090
H 4.314 -3.864 2.530 0.133
H 2.621 -4.085 4.387 0.101
H 0.613 -2.487 4.366 0.102
H -0.615 -0.809 3.470 0.133
H -3.496 2.676 -1.259 0.117
H -5.655 3.664 -1.070 0.100
H -6.800 3.866 1.214 0.116
H -5.632 2.929 3.184 0.087
H -3.472 1.760 2.962 0.097
I -1.955 -2.282 -1.073 1.006
C -1.024 -1.132 -2.718 -0.607
C -1.661 -1.225 -3.961 -0.099
C -1.033 -0.628 -5.053 -0.039
C 0.205 -0.027 -4.943 -0.022
C 0.759 0.076 -3.647 -0.055
N 0.084 -0.344 -2.525 -0.077
H -2.700 -1.591 -4.028 0.117
H -1.502 -0.638 -6.000 0.111
H 0.702 0.456 -5.816 0.136
H 1.749 0.515 -3.513 0.124
S 2.873 3.889 0.513 1.096
C 3.823 2.562 -0.081 -0.360
C 3.087 1.501 -0.481 -0.162
N 1.698 1.707 -0.186 -0.122
C 1.475 2.949 0.214 -0.418
H 4.902 2.582 -0.043 0.082
H 3.411 0.583 -0.967 0.123
H 0.441 3.254 0.315 0.094
```

- energy (eV) = -75895.201
- spin multiplicity = 1
- total charge = +1
- frontier orbital gap (eV) = 6.585
- F_max (hartree/bohr) = 0.0638
- energy relative to the best compared isomer or geometry (same formula, charge and spin) (kcal/mol) = 0.0



Record 4
# C23H19N6PdS2

A structure of composition C23H19N6PdS2 (ωB97M-V/def2-TZVPD, the OMol25 dataset).

```
51
Properties=species:S:1:pos:R:3:lowdin_charge:R:1
Pd -0.719 -1.369 -0.891 0.743
N 0.803 -4.815 -2.865 0.104
C 0.423 -3.621 -2.402 -0.815
S -0.854 -3.603 -1.194 0.606
N 1.008 -2.559 -2.913 0.018
N 0.573 -1.403 -2.378 -0.120
C 1.041 -0.261 -2.772 -0.155
C 2.015 -0.108 -3.872 -0.192
C 1.711 0.753 -4.926 -0.040
C 2.604 0.913 -5.973 -0.063
C 3.812 0.231 -5.963 -0.065
C 4.121 -0.619 -4.911 -0.061
C 3.224 -0.799 -3.871 -0.028
C 0.547 0.914 -2.025 -0.189
C 1.086 2.183 -2.155 0.020
C 0.538 3.226 -1.420 -0.018
C -0.541 2.983 -0.589 -0.027
C -1.014 1.685 -0.486 -0.096
N -0.472 0.681 -1.167 -0.020
H 0.382 -5.657 -2.517 0.097
H 1.459 -4.865 -3.625 0.117
H 0.766 1.284 -4.937 0.123
H 2.355 1.569 -6.796 0.111
H 4.511 0.359 -6.778 0.111
H 5.064 -1.150 -4.902 0.110
H 3.457 -1.474 -3.060 0.113
H 1.912 2.349 -2.830 0.125
H 0.949 4.222 -1.508 0.123
H -1.002 3.772 -0.013 0.118
H -1.842 1.433 0.163 0.112
S -2.224 -1.311 5.568 1.003
C -1.912 -1.327 3.810 -0.490
C -2.947 -1.150 2.902 -0.047
C -2.659 -1.155 1.550 -0.107
N -1.421 -1.326 1.082 -0.101
C -0.422 -1.524 1.954 -0.114
C -0.628 -1.529 3.319 -0.045
C -2.046 0.459 5.796 -0.517
C -0.809 1.006 6.094 -0.078
C -0.724 2.384 6.251 -0.132
N -1.766 3.200 6.135 0.069
C -2.950 2.659 5.868 -0.133
C -3.146 1.295 5.691 -0.079
H -3.964 -1.012 3.239 0.118
H -3.441 -1.023 0.813 0.124
H 0.564 -1.679 1.538 0.111
H 0.203 -1.691 3.990 0.118
H 0.067 0.382 6.209 0.106
H 0.227 2.847 6.485 0.111
H -3.787 3.343 5.795 0.111
H -4.132 0.900 5.487 0.106
```

- energy (eV) = -58245.703
- spin multiplicity = 1
- total charge = +1
- frontier orbital gap (eV) = 7.313
- F_max (hartree/bohr) = 0.0103



Record 5
# C23H20BrIN8O2RuS2

A structure of composition C23H20BrIN8O2RuS2 in a non-equilibrium geometry (ωB97M-V/def2-TZVPD, the OMol25 dataset).

```
58
Properties=species:S:1:pos:R:3:lowdin_charge:R:1
Ru 0.274 -0.297 -0.296 0.988
N 0.385 0.780 3.936 0.109
C 0.359 0.670 2.609 -0.823
S 0.682 -0.916 1.940 0.628
N 0.089 1.755 1.908 0.007
N 0.024 1.530 0.581 -0.259
C -0.269 2.491 -0.199 -0.074
C -0.457 2.164 -1.608 -0.252
C -0.894 3.076 -2.545 0.007
C -1.148 2.651 -3.840 -0.020
C -0.953 1.322 -4.164 -0.015
C -0.488 0.464 -3.185 -0.075
N -0.237 0.882 -1.943 -0.028
H 0.720 0.013 4.490 0.099
H 0.327 1.696 4.350 0.120
H -0.406 3.484 0.212 0.143
H -1.048 4.104 -2.244 0.128
H -1.504 3.347 -4.589 0.124
H -1.159 0.948 -5.157 0.122
H -0.302 -0.582 -3.388 0.111
N 3.262 -1.307 -6.445 0.121
C 2.623 -1.788 -5.334 -0.310
C 1.801 -2.919 -5.415 -0.013
C 1.168 -3.415 -4.293 -0.045
C 1.338 -2.784 -3.065 -0.312
C 2.142 -1.655 -2.975 -0.135
C 2.769 -1.149 -4.094 -0.025
S 0.580 -3.512 -1.650 0.626
O 1.588 -3.957 -0.736 -0.285
O -0.423 -4.402 -2.142 -0.284
N -0.174 -2.167 -0.956 -0.248
C -1.320 -2.312 -0.213 -0.534
N -1.786 -3.488 0.172 0.164
C -2.892 -3.451 0.902 -0.071
C -3.513 -2.261 1.284 -0.033
C -2.910 -1.090 0.885 -0.106
N -1.827 -1.103 0.107 0.028
H 3.245 -1.824 -7.304 0.101
H 3.934 -0.567 -6.362 0.098
H 1.667 -3.410 -6.372 0.118
H 0.533 -4.289 -4.350 0.119
H 2.282 -1.183 -2.018 0.014
H 3.392 -0.263 -4.022 0.117
H -3.279 -4.413 1.222 0.125
H -4.421 -2.250 1.867 0.110
H -3.299 -0.119 1.162 0.124
Br 5.727 2.985 -0.472 0.744
C 5.868 1.203 -1.073 -0.744
C 7.043 0.804 -1.695 -0.119
C 7.179 -0.497 -2.155 -0.060
C 6.154 -1.413 -1.980 -0.059
C 4.981 -1.027 -1.349 -0.150
C 4.840 0.282 -0.914 -0.675
I 3.044 0.862 0.019 1.124
H 7.846 1.520 -1.809 0.107
H 8.097 -0.794 -2.646 0.116
H 6.263 -2.433 -2.323 0.118
H 4.193 -1.747 -1.188 0.095
```

- energy (eV) = -142581.001
- <S²> = 0.77
- spin multiplicity = 2
- total charge = +1
- frontier orbital gap (spin up / spin down) (eV) = 6.216 / 5.576
- F_max (hartree/bohr) = 0.0582
- energy relative to the best compared isomer or geometry (same formula, charge and spin) (kcal/mol) = 46.0



Record 6
# C23H20Cl2CrO4P

A structure of composition C23H20Cl2CrO4P in a non-equilibrium geometry (ωB97M-V/def2-TZVPD, the OMol25 dataset).

```
51
Properties=species:S:1:pos:R:3:lowdin_charge:R:1
C -1.672 -0.600 1.559 0.070
C -0.636 0.061 2.164 -0.084
C -0.545 1.415 1.646 -0.115
H -0.067 -0.295 3.016 0.104
C -1.544 1.587 0.661 -0.050
C -2.241 0.215 0.425 -0.425
H -3.343 0.197 0.439 0.128
H -2.080 -1.571 1.831 0.149
H 0.097 2.191 2.067 0.128
H -1.750 2.548 0.183 0.143
Cr -0.096 0.436 -0.380 0.514
Cl 0.574 1.222 -2.393 0.178
P 2.352 0.317 0.211 1.040
C 2.729 2.051 0.690 -0.367
C 3.639 2.383 1.705 -0.089
H 4.113 1.602 2.301 0.105
C 3.946 3.723 1.960 -0.072
H 4.656 3.966 2.750 0.108
C 3.358 4.744 1.212 -0.070
H 3.608 5.789 1.407 0.110
C 2.442 4.421 0.209 -0.064
H 1.970 5.204 -0.383 0.113
C 2.127 3.090 -0.042 -0.120
H 1.421 2.852 -0.839 0.016
C 2.983 -0.713 1.580 -0.339
C 2.581 -0.448 2.905 -0.129
H 1.974 0.430 3.135 0.097
C 2.968 -1.297 3.942 -0.072
H 2.602 -1.111 4.952 0.110
C 3.820 -2.376 3.689 -0.071
H 4.139 -3.026 4.506 0.110
C 4.258 -2.621 2.385 -0.068
H 4.931 -3.454 2.182 0.111
C 3.830 -1.811 1.333 -0.065
H 4.163 -2.018 0.315 0.106
C 3.484 -0.018 -1.176 -0.394
C 4.713 0.647 -1.296 -0.066
H 4.994 1.415 -0.574 0.107
C 5.571 0.329 -2.352 -0.071
H 6.533 0.837 -2.432 0.108
C 5.196 -0.624 -3.301 -0.069
H 5.868 -0.869 -4.127 0.109
C 3.952 -1.260 -3.204 -0.065
H 3.645 -1.992 -3.950 0.113
C 3.093 -0.952 -2.153 -0.129
H 2.102 -1.407 -2.107 0.098
O -4.588 -1.265 0.112 -0.538
Cl -4.561 -1.451 -1.381 0.805
O -3.586 -2.482 -1.778 -0.508
O -4.352 -0.156 -2.052 -0.502
O -1.774 -0.273 -0.807 -0.238
```

- energy (eV) = -95111.833
- <S²> = 3.86
- spin multiplicity = 4
- total charge = 0
- frontier orbital gap (spin up / spin down) (eV) = 4.445 / 4.470
- F_max (hartree/bohr) = 0.0703



- Which formula does entry 1 have?
  C23H19F4N3O2



- Number 5 is which compound?
  C23H20BrIN8O2RuS2